[1]
ORCA calculation (ωB97M-V with the def2-TZVPD basis set) on C8H6O3 in the gas phase.

As for the structure (SMILES): C=CC1=C(C=C)C(=O)OC1=O. The calculation puts the highest occupied orbital energy at -9.1 eV. Its spin multiplicity is 1. The calculation puts the energy above the lowest of the compared OMol25 structures with the same formula, charge and spin at 158.9 kcal per mole.

Cartesian coordinates (Å):
C  0.427739  1.856217  -1.653905
C  -0.738231  1.092644  -1.247284
C  -0.785266  0.688838  0.304745
C  -0.268957  -0.603801  0.598721
C  0.288187  -1.635906  -0.466385
C  1.609208  -2.165911  -0.522257
C  -0.417154  -0.679433  2.186228
O  0.109333  -1.545532  2.909287
O  -1.232819  0.447777  2.594500
C  -1.317245  1.476689  1.583415
O  -1.741348  2.647295  1.697703
H  1.156690  1.516106  -2.465547
H  0.587849  2.832849  -1.055831
H  -1.564789  0.855166  -2.001521
H  -0.439724  -1.960510  -1.303493
H  2.566119  -1.528389  -0.441314
H  1.760405  -3.294098  -0.717063

Forces on atoms 1 to 6 (eV/Å):
C -2.326 -1.002 1.296
C 2.311 2.084 0.240
C 0.143 -1.053 -1.417
C -0.954 3.807 -0.617
C 1.504 -0.409 0.573
C -1.585 0.647 0.005

Charge distribution, natural (NBO) scheme, values in e:
1 C -0.374
2 C -0.241
3 C -0.099
4 C -0.105
5 C -0.246
6 C -0.351
7 C 0.784
8 O -0.494
9 O -0.527
10 C 0.785
11 O -0.495
12 H 0.223
13 H 0.218
14 H 0.243
15 H 0.241
16 H 0.217
17 H 0.220

---

[2]
ORCA calculation (ωB97M-V with the def2-TZVPD basis set) on a molecular structure, C8H7BrO3.

The calculation puts the highest occupied orbital energy at -8.8 eV. Its spin multiplicity is 1. The calculation puts the energy above the lowest of the compared OMol25 structures with the same formula, charge and spin at 35.1 kcal per mole.

Cartesian coordinates (Å):
C  -1.652695  0.636328  -1.415184
C  -1.537956  0.332701  -2.738204
C  -0.161173  -0.961251  -1.749364
C  -0.713667  -0.216065  -0.747894
C  0.661953  1.287508  1.116357
C  1.806918  0.614920  1.351915
C  1.663058  -0.881245  1.568407
C  -0.524685  -0.170573  0.732454
O  -0.685991  -0.589039  -2.917102
O  0.203359  -1.206209  1.263878
O  -1.722678  -0.062257  1.336112
Br  3.537320  1.377516  1.752767
H  -2.198937  1.489535  -1.049412
H  -1.949804  0.889096  -3.631987
H  0.415512  -1.957261  -1.821560
H  0.209514  2.316433  0.964661
H  2.498242  -1.413933  1.099013
H  1.834224  -0.948285  2.711489
H  -1.682512  -0.537918  2.173654

Forces on atoms 1 to 6 (eV/Å):
C 0.293 0.571 -0.548
C -2.930 4.143 -0.101
C 1.179 -2.561 1.124
C -0.496 0.367 -0.072
C -1.339 -2.702 -1.079
C -2.053 1.732 -0.131

Charge distribution, natural (NBO) scheme, values in e:
1 C -0.320
2 C 0.117
3 C 0.079
4 C -0.182
5 C -0.267
6 C -0.142
7 C -0.115
8 C 0.596
9 O -0.387
10 O -0.545
11 O -0.693
12 Br 0.044
13 H 0.232
14 H 0.203
15 H 0.218
16 H 0.247
17 H 0.215
18 H 0.205
19 H 0.496

---

[3]
ORCA calculation (ωB97M-V with the def2-TZVPD basis set) on C8H7ClO2S in the gas phase.

As for the structure (SMILES): O=S(=O)(Cl)[C@]12[C@H]3[C@@H]4C5[C@H]3[C@H]1[C@@H]5[C@@H]42. The calculation puts the highest occupied orbital energy at -9.4 eV. Its spin multiplicity is 1. The calculation puts the energy above the lowest of the compared OMol25 structures with the same formula, charge and spin at 27.2 kcal per mole.

Cartesian coordinates (Å):
C  -0.574935  0.716186  0.545025
C  0.830345  0.337061  1.033655
C  -0.068395  0.936577  -0.893406
C  -1.003781  -0.747930  0.235000
C  1.362753  0.506168  -0.385278
C  0.474135  -1.251699  0.715133
C  -0.431205  -0.534735  -1.223303
C  0.933796  -0.938978  -0.684106
O  2.369728  -3.362873  -1.282725
O  3.440885  -1.303296  -2.165976
S  2.315039  -2.096950  -1.913449
Cl  1.302015  -2.323244  -3.799312
H  -1.080159  1.497292  1.090632
H  1.241657  0.810299  1.876298
H  -0.073161  1.927360  -1.443702
H  -2.009409  -1.264227  0.400781
H  2.162969  1.046280  -0.581595
H  0.618877  -2.166639  1.316302
H  -0.890538  -0.944517  -2.223123

Forces on atoms 1 to 6 (eV/Å):
C -0.522 0.731 0.570
C -1.191 -2.069 -0.629
C 1.072 1.738 -0.265
C -0.173 -0.675 -0.122
C -3.941 -2.169 0.394
C -1.193 0.715 1.221

Charge distribution, natural (NBO) scheme, values in e:
1 C -0.211
2 C -0.191
3 C -0.212
4 C -0.205
5 C -0.253
6 C -0.242
7 C -0.249
8 C -0.017
9 O -0.895
10 O -0.892
11 S 2.024
12 Cl -0.310
13 H 0.222
14 H 0.223
15 H 0.233
16 H 0.238
17 H 0.228
18 H 0.255
19 H 0.256

---

[4]
ORCA calculation (ωB97M-V with the def2-TZVPD basis set) on 2 unconnected molecules or ions with the total composition C8H7I2NO.

The calculation puts the highest occupied orbital energy (alpha / beta) at -8.4 / -7.3 eV. Its spin multiplicity is 1.

Cartesian coordinates (Å):
C  2.178144  -1.178086  1.559285
C  -0.029201  -1.544586  2.491965
C  1.648226  -0.398527  0.570232
C  1.331751  -1.674902  2.581028
C  -0.707765  -0.941099  1.422058
C  -1.402219  0.502894  -1.473785
C  0.051871  0.569631  -1.974790
C  -0.298414  0.303002  -0.578262
N  0.250407  -0.348887  0.435354
O  -1.872311  -0.965448  1.034240
I  2.256197  -2.464061  4.293089
I  -0.477708  1.664835  3.000471
H  3.191928  -1.602383  1.549442
H  -0.627948  -1.708902  3.386596
H  2.021887  0.093076  -0.276568
H  -2.147283  1.392693  -1.458162
H  -2.117515  -0.390586  -1.833078
H  0.575729  -0.247562  -2.601344
H  0.561946  1.496017  -2.282549

Forces on atoms 1 to 6 (eV/Å):
C 0.532 -0.289 -0.986
C 0.786 -0.018 2.897
C -1.349 -1.475 0.896
C -0.956 -0.072 -0.162
C -1.679 0.660 -2.701
C -3.366 -0.890 -1.285

Charge distribution, natural (NBO) scheme, values in e:
1 C -0.266
2 C -0.337
3 C 0.017
4 C -0.119
5 C 0.632
6 C -0.434
7 C -0.485
8 C 0.377
9 N -0.344
10 O -0.561
11 I 0.203
12 I -0.458
13 H 0.249
14 H 0.265
15 H 0.222
16 H 0.281
17 H 0.267
18 H 0.242
19 H 0.248

---

[5]
ORCA calculation (ωB97M-V with the def2-TZVPD basis set) on a gas-phase ion, C8H7IN (charge +1).

As for the structure (SMILES): C#[N+]Cc1ccccc1I. The calculation puts the highest occupied orbital energy at -12.5 eV. Its spin multiplicity is 1. The charge is +1.

Cartesian coordinates (Å):
C  1.054494  -2.976137  -1.138146
C  -1.766081  1.426058  -0.129595
C  -0.795963  2.341900  -0.493706
C  -1.394520  0.187095  0.372913
C  0.544573  2.059990  -0.292373
C  -0.055219  -0.095274  0.548009
C  0.925383  0.831223  0.225022
C  0.380589  -1.678561  0.871513
N  0.760460  -2.359406  -0.219838
I  2.987896  0.418799  0.495669
H  1.371390  -3.548551  -1.972606
H  -2.808659  1.655577  -0.265738
H  -1.075847  3.279811  -0.947630
H  -2.152089  -0.543395  0.609233
H  1.297884  2.779548  -0.584796
H  1.210809  -1.622921  1.585830
H  -0.485106  -2.155764  1.336245

Forces on atoms 1 to 6 (eV/Å):
C -0.399 1.258 1.732
C 0.006 -0.105 0.029
C -0.032 0.011 0.072
C -0.116 0.179 -0.001
C 0.315 0.022 -0.097
C 1.027 -2.889 -0.321

Charge distribution, natural (NBO) scheme, values in e:
1 C 0.446
2 C -0.183
3 C -0.170
4 C -0.215
5 C -0.214
6 C -0.037
7 C -0.165
8 C -0.321
9 N -0.141
10 I 0.181
11 H 0.299
12 H 0.238
13 H 0.240
14 H 0.230
15 H 0.242
16 H 0.292
17 H 0.277

---

[6]
ORCA calculation (ωB97M-V with the def2-TZVPD basis set) on C8H7IN2O in the gas phase.

As for the structure (SMILES): N#CN(I)Cc1ccccc1O. The calculation puts the highest occupied orbital energy at -9.1 eV. Its spin multiplicity is 1. The calculation puts the energy above the lowest of the compared OMol25 structures with the same formula, charge and spin at 11.6 kcal per mole.

Cartesian coordinates (Å):
C  -1.619250  2.739953  2.015068
C  1.415068  0.690567  -0.517670
C  1.004748  0.046772  -1.662567
C  0.530154  0.805671  0.545597
C  -0.291751  -0.599624  -1.686629
C  -0.770051  0.253879  0.564604
C  -1.133176  -0.366044  -0.601759
C  -1.778281  0.396538  1.671370
N  -0.940451  3.560347  2.418891
N  -2.434754  1.647896  1.862490
O  -2.377078  -0.904187  -0.545266
I  -3.769402  1.973320  0.213738
H  2.412061  1.014079  -0.534895
H  1.798115  -0.054135  -2.449867
H  1.003122  1.065604  1.470725
H  -0.671904  -1.207891  -2.434838
H  -2.672248  -0.401217  1.425291
H  -1.313048  -0.019480  2.578424
H  -2.627159  -1.442193  -1.305811

Forces on atoms 1 to 6 (eV/Å):
C -1.472 -2.299 0.239
C -1.817 -0.464 -0.583
C -0.935 -1.687 -0.954
C 0.158 -1.007 1.039
C 2.229 2.617 1.665
C 1.516 1.864 -0.455

Charge distribution, natural (NBO) scheme, values in e:
1 C 0.382
2 C -0.255
3 C -0.158
4 C -0.153
5 C -0.296
6 C -0.136
7 C 0.321
8 C -0.273
9 N -0.338
10 N -0.551
11 O -0.696
12 I 0.311
13 H 0.219
14 H 0.219
15 H 0.218
16 H 0.208
17 H 0.253
18 H 0.234
19 H 0.490

---

| no. | maximum force (eV/Å) |
| --- | --- |
| 1 | 5.86 |
| 2 | 5.08 |
| 3 | 4.70 |
| 4 | 3.71 |
| 5 | 5.62 |
| 6 | 4.41 |